# C20H32FO14S

A cluster of 6 separate species, C20H32FO14S in total at a distorted geometry (ωB97M-V/def2-TZVPD, the OMol25 dataset).

Structure (ORCA input):
```
! wB97M-V def2-TZVPD RIJCOSX def2/J DEFGRID3
* xyz -1 1
F 0.1957 -0.2213 0.1218
C -1.5929 -2.5056 1.9782
C -0.9726 -3.4398 1.0306
C 0.3005 -4.1413 1.5825
O -0.0223 -5.4758 1.3856
C -1.2188 -5.7051 0.9274
O -1.7724 -6.7691 0.8509
O -1.8634 -4.4701 0.6653
H -1.2145 -1.5476 1.9324
H -1.6911 -2.9182 3.0488
H -2.6925 -2.5161 1.6591
H -0.7571 -2.8708 0.0684
H 0.4085 -3.9537 2.6259
H 1.1798 -3.8773 1.1043
C 5.1203 -0.1607 -0.0427
C 4.6882 -1.5504 -0.3217
C 3.1374 -1.7381 -0.4716
O 3.0648 -2.6754 -1.4718
C 4.2094 -2.7434 -2.1518
O 4.2755 -2.9857 -3.3434
O 5.2124 -2.1374 -1.4899
H 4.6003 0.2008 0.7793
H 5.1197 0.5329 -0.7292
H 6.3608 -0.2610 0.2504
H 4.9117 -2.0981 0.5237
H 2.6800 -0.9400 -0.5765
H 2.9110 -2.2916 0.3830
C -1.1383 -1.9313 -3.5423
C -1.4757 -0.7317 -2.6200
C -1.5271 0.6320 -3.3736
O -2.8930 1.0073 -3.3942
C -3.6042 0.0292 -2.8757
O -4.8417 0.1639 -2.7493
O -2.7673 -0.9489 -2.3361
H -1.9544 -2.1742 -4.2370
H -1.1375 -2.8938 -2.8896
H -0.0123 -1.7360 -4.0862
H -0.7901 -0.7703 -1.5746
H -1.2131 0.6579 -4.5036
H -0.8370 1.2766 -2.6836
C 1.3474 3.3856 1.9489
C 2.5859 3.1819 1.0300
C 2.1376 2.6147 -0.3243
O 2.3862 3.8222 -1.1507
C 3.0301 4.7119 -0.5334
O 3.3779 5.7020 -0.9837
O 3.2207 4.3918 0.7583
H 1.5544 3.4954 2.9979
H 0.6926 2.6314 1.9604
H 0.6856 4.2599 1.6094
H 3.0510 2.3280 1.5385
H 1.0927 2.2156 -0.5540
H 2.9814 2.0976 -0.6460
C -3.2392 0.8997 2.0127
C -2.5210 1.3417 0.7826
C -3.2797 2.6070 0.2608
S -3.5205 3.4369 1.7221
O -4.7085 4.2422 1.7682
O -2.2311 4.0324 2.1092
C -3.7348 2.1370 2.8062
H -2.5356 0.3882 2.5905
H -4.2503 0.3855 1.7252
H -2.5583 0.5074 0.1147
H -1.5023 1.5994 0.9592
H -4.1186 2.3395 -0.3573
H -2.4570 3.2991 -0.3082
H -4.7920 2.1056 3.0252
H -3.0814 2.5195 3.6846
*
```

## Properties
HOMO (eV): -6.68
DFT total energy (eV): -63473.1264
LUMO (Eh): 0.0801

---

# C20H32N10O4

A cluster of 9 separate species, C20H32N10O4 in total at a distorted geometry (ωB97M-V/def2-TZVPD, the OMol25 dataset).

Structure (ORCA input):
```
! wB97M-V def2-TZVPD RIJCOSX def2/J DEFGRID3
* xyz 0 1
O -32.8858 17.5716 6.5494
C -32.7649 18.7632 5.9988
C -33.6854 19.7420 6.2307
C -33.4249 21.1244 5.9348
C -32.1419 21.4436 5.5846
O -31.7912 22.7380 5.4022
C -31.1867 20.4014 5.3518
C -31.4542 19.0592 5.5734
H -32.0587 17.0925 6.6386
H -34.7250 19.5926 6.4823
H -34.2664 21.7838 6.0874
H -31.0527 23.1135 5.8870
H -30.2168 20.7566 5.0361
H -30.6413 18.3482 5.5790
N -29.9431 12.5725 2.6587
C -30.1624 13.8576 2.5854
N -30.1259 14.0793 1.3601
O -30.3016 14.5936 3.5814
H -29.9254 12.1327 3.5677
H -30.1730 11.9842 1.8706
H -29.7770 13.3296 0.7802
H -30.1816 14.9794 0.9055
N -28.6289 16.1434 7.7157
C -29.5396 16.0516 6.8360
N -28.9810 15.6556 5.7696
O -30.7389 16.2011 7.0189
H -27.6666 16.2255 7.4201
H -29.0594 16.2815 8.6188
H -28.1665 15.0606 5.8217
H -29.6114 15.3724 5.0330
C -28.0081 17.7924 3.2282
C -26.6604 18.0308 2.6431
N -25.5654 18.2657 2.2489
H -28.7676 18.0765 2.4999
H -28.1349 18.3782 4.1386
H -28.1067 16.7620 3.5697
C -32.1244 18.3443 9.5534
C -31.8345 19.6456 10.0857
N -31.5368 20.7177 10.4778
H -32.0619 17.6341 10.3779
H -31.6469 18.0361 8.6233
H -33.1737 18.2927 9.2629
C -31.5939 13.1847 6.2189
C -31.9975 11.7751 6.0277
N -32.2814 10.6758 5.8711
H -30.5313 13.1575 5.9776
H -31.8212 13.3263 7.2755
H -32.2892 13.8563 5.7154
C -23.4012 16.2489 5.5293
C -24.8572 16.0219 5.7691
N -26.0073 15.9198 6.0228
H -23.0772 16.8491 6.3795
H -23.3127 16.7745 4.5785
H -23.0675 15.2125 5.5795
C -33.5470 15.0604 8.5393
C -34.5407 16.0502 9.0562
N -35.4241 16.7062 9.4481
H -33.8936 14.0770 8.8567
H -32.5253 15.2082 8.8892
H -33.5741 15.2324 7.4633
C -26.3815 18.8895 11.1720
C -27.5956 18.1874 10.6528
N -28.5070 17.6299 10.2723
H -25.9065 19.0869 10.2111
H -25.6685 18.2214 11.6552
H -26.6420 19.7805 11.7432
*
```

## Properties
HOMO (eV): -7.51
DFT total energy (eV): -44347.1421
SMILES string: Oc1ccc(O)cc1.NC(N)=O.NC(N)=O.CC#N.CC#N.CC#N.CC#N.CC#N.CC#N
LUMO (Eh): -0.0010

---

# C20H32N2O7PrS6

A structure of composition C20H32N2O7PrS6 at a distorted geometry (ωB97M-V/def2-TZVPD, the OMol25 dataset).

Structure (ORCA input):
```
! wB97M-V def2-TZVPD RIJCOSX def2/J DEFGRID3
* xyz 1 3
Pr -0.1086 0.3135 0.5978
C 1.3327 3.6028 2.9897
C 0.7468 4.2479 1.6876
S 1.1214 3.2570 0.1725
C 2.9236 3.1103 0.3196
C 3.5240 2.0486 -0.6215
S 3.1501 0.2986 -0.2582
C 4.1159 -0.1193 1.2364
C 3.6105 -1.3971 1.8464
S 1.9587 -1.3668 2.5048
C 2.0786 -0.4796 4.0481
C 2.2847 1.0489 4.0303
S 0.8296 1.8529 3.3068
H 0.9231 4.1093 3.8268
H 2.4728 3.5760 3.0620
H 1.1023 5.2898 1.5837
H -0.3354 4.1563 1.7796
H 3.1116 2.8526 1.3480
H 3.3423 4.1395 0.1768
H 4.6057 2.1228 -0.5232
H 3.2142 2.2982 -1.6167
H 4.0859 0.6423 2.0302
H 5.1823 -0.2401 0.9199
H 4.2424 -1.7305 2.6851
H 3.6144 -2.1880 1.1035
H 2.9043 -0.9951 4.6081
H 1.1433 -0.7565 4.5483
H 3.1730 1.2943 3.4486
H 2.3561 1.4685 5.0805
O -2.2658 -2.9901 2.3828
S -2.0446 -1.6571 1.8561
O -1.2498 -1.7000 0.5682
O -1.3524 -0.6665 2.7582
C -3.6750 -0.9207 1.2672
C -4.7628 -1.7664 1.4378
C -6.0854 -1.3466 1.1366
C -6.3445 -0.0154 0.8681
C -5.2725 0.8495 0.6813
C -3.9229 0.4253 0.7823
S -2.6849 1.7170 0.3245
O -3.3642 2.9740 0.1550
O -1.7749 1.6671 1.4804
O -1.8633 1.1791 -0.8038
H -4.6690 -2.7607 1.8365
H -6.8979 -2.0574 1.1300
H -7.3887 0.3529 0.8363
H -5.4051 1.8924 0.3907
C 0.3587 0.8305 -3.9008
N -0.1303 -0.5822 -3.8176
C -0.6522 -1.2084 -5.0185
C -0.9465 -2.6649 -4.8356
C 0.0667 -3.2549 -3.9213
N 0.0226 -2.5877 -2.6727
C 0.2706 -3.4460 -1.5150
C 0.0164 -1.2335 -2.6209
O 0.2377 -0.6109 -1.5416
H -0.4663 1.5163 -3.7915
H 0.6875 1.0233 -4.9195
H 1.2050 0.9921 -3.1913
H 0.2126 -1.1314 -5.7240
H -1.4693 -0.6147 -5.4592
H -0.9861 -3.2216 -5.7610
H -1.9949 -2.7928 -4.4817
H 1.0614 -3.0588 -4.3974
H -0.0372 -4.3512 -3.7075
H -0.2804 -4.3723 -1.7680
H -0.1741 -3.0555 -0.5704
H 1.3157 -3.8093 -1.3941
*
```

## Properties
HOMO (spin up / spin down) (eV): -11.58 / -11.58
DFT total energy (eV): -117651.2665
LUMO (spin up / spin down) (Eh): -0.0766 / -0.0753

---

# C20H32N2O7S

An isolated molecule of C20H32N2O7S (ωB97M-V/def2-TZVPD, the OMol25 dataset).

Structure (ORCA input):
```
! wB97M-V def2-TZVPD RIJCOSX def2/J DEFGRID3
* xyz 0 1
C -6.5022 -1.3558 0.5913
C -5.2076 -0.8341 0.0488
C -4.0804 -0.7281 0.8547
C -2.8861 -0.2435 0.3463
C -2.8211 0.1351 -0.9802
S -1.3187 0.8150 -1.6668
O -0.1910 0.0627 -1.1732
O -1.4718 0.9417 -3.0845
N -1.3590 2.3485 -1.0017
C -0.5809 2.5200 0.2115
C -1.1420 3.6933 1.0165
C 0.8680 2.8132 -0.1952
O 1.0795 3.3969 -1.2459
N 1.8617 2.4651 0.6485
C 1.6760 1.6597 1.8359
C 1.4214 0.1704 1.5424
O 0.2130 -0.2233 2.1821
C 0.0797 -1.6159 2.3201
C 0.0412 -2.3863 0.9957
O 1.3604 -2.6853 0.5996
C 1.4266 -3.3945 -0.6183
C 2.8965 -3.4982 -1.0471
O 3.2750 -2.5836 -2.0483
C 3.1456 -1.2130 -1.7262
C 4.2902 -0.6993 -0.8296
O 3.9408 0.4209 -0.0512
C 3.6819 1.5946 -0.7924
C 3.2161 2.6867 0.1716
C -3.9307 0.0420 -1.7988
C -5.1185 -0.4435 -1.2852
H -6.8264 -2.2266 0.0237
H -6.4045 -1.6370 1.6363
H -7.2792 -0.5977 0.5055
H -4.1352 -1.0256 1.8917
H -2.0143 -0.1678 0.9756
H -1.0645 3.0242 -1.7004
H -0.6530 1.5921 0.7748
H -2.1925 3.5188 1.2333
H -0.5983 3.8128 1.9499
H -1.0513 4.6093 0.4376
H 0.8293 2.0365 2.4144
H 2.5748 1.7711 2.4432
H 2.2472 -0.4497 1.9048
H 1.3278 0.0226 0.4636
H 0.9091 -2.0175 2.9206
H -0.8602 -1.7604 2.8584
H -0.5263 -3.3209 1.1336
H -0.4554 -1.7844 0.2225
H 0.9999 -4.4004 -0.4798
H 0.8459 -2.8802 -1.3970
H 3.5121 -3.3885 -0.1445
H 3.0916 -4.4759 -1.4923
H 2.1889 -1.0114 -1.2335
H 3.1526 -0.7024 -2.6924
H 5.1788 -0.4813 -1.4404
H 4.5503 -1.4693 -0.0997
H 2.9009 1.4293 -1.5428
H 4.5987 1.9223 -1.3067
H 3.8900 2.7289 1.0277
H 3.2247 3.6416 -0.3593
H -3.8362 0.3478 -2.8283
H -5.9886 -0.5218 -1.9205
*
```

## Properties
HOMO (eV): -9.25
DFT total energy (eV): -49406.0049
SMILES string: Cc1ccc(S(=O)(=O)N[C@H](C)C(=O)N2CCOCCOCCOCCOCC2)cc1
LUMO (Eh): 0.0226